Record 1
C18H41BBrFIN2O10P2 | ωB97M-V/def2-TZVPD

Summary:
- HOMO (eV) = -11.38
- net charge = +1
- Kohn-Sham gap (eV) = 7.79
- multiplicity = 1
- electronic energy (eV) = -142892.137

Each line ends with the Löwdin charge.
Cartesian coordinates (Å):
C (2.458, -3.888, -3.401)  0.010
B (1.051, -3.138, -3.421)  -0.416
O (0.543, -2.688, -4.654)  0.109
C (0.267, -2.976, -2.022)  -0.192
N (-0.231, -4.330, -1.653)  0.032
C (-1.555, -4.332, -1.011)  -0.302
C (-1.388, -4.016, 0.511)  -0.249
C (-2.641, -4.305, 1.379)  -0.722
C (-2.334, -3.805, 2.829)  -0.175
I (-2.924, -6.471, 1.549)  0.850
C (-2.623, -3.446, -1.738)  -0.034
N (-2.036, -2.401, -2.653)  0.027
C (-3.034, -1.341, -3.035)  -0.313
C (-4.499, -1.834, -3.068)  0.004
F (-2.746, -0.900, -4.301)  0.060
C (-0.809, -1.867, -1.991)  -0.207
C (-0.296, -0.526, -2.565)  -0.103
C (1.016, -0.101, -1.865)  -0.752
O (2.077, -0.316, -2.267)  0.109
Br (0.857, 0.920, -0.182)  0.836
H (2.425, -4.610, -4.245)  0.080
H (2.538, -4.523, -2.495)  0.066
H (3.313, -3.203, -3.516)  0.085
H (0.139, -3.410, -5.160)  0.122
H (1.036, -2.688, -1.268)  0.157
H (0.469, -4.783, -1.078)  0.125
H (-1.919, -5.378, -1.056)  0.107
H (-0.599, -4.707, 0.872)  0.110
H (-1.019, -2.994, 0.727)  0.120
H (-3.584, -3.907, 0.977)  0.068
H (-1.243, -3.817, 3.022)  0.083
H (-2.766, -4.461, 3.600)  0.047
H (-2.651, -2.752, 2.933)  0.084
H (-3.285, -4.134, -2.287)  0.148
H (-3.185, -2.923, -0.945)  0.133
H (-1.830, -2.893, -3.536)  0.200
H (-3.001, -0.504, -2.314)  0.172
H (-5.126, -1.080, -3.571)  0.109
H (-4.513, -2.761, -3.674)  0.101
H (-4.916, -2.022, -2.066)  0.096
H (-1.098, -1.663, -0.939)  0.154
H (-0.167, -0.537, -3.664)  0.138
H (-1.001, 0.307, -2.373)  0.109
C (-3.641, 6.761, 2.007)  -0.116
O (-3.130, 6.696, 0.678)  -0.302
P (-2.789, 5.166, 0.070)  0.654
O (-3.970, 4.427, 0.616)  -0.258
O (-1.464, 5.032, 1.035)  -0.280
C (-0.447, 6.039, 0.910)  -0.113
O (-2.266, 3.898, -0.919)  -0.237
C (-0.892, 3.749, -1.273)  -0.154
H (-3.475, 7.777, 2.367)  0.094
H (-4.710, 6.557, 2.008)  0.089
H (-3.124, 6.065, 2.668)  0.089
H (-0.488, 6.702, 1.774)  0.093
H (-0.567, 6.632, 0.001)  0.085
H (0.527, 5.550, 0.883)  0.088
H (-0.347, 3.299, -0.445)  0.005
H (-0.446, 4.703, -1.551)  0.087
H (-0.833, 3.074, -2.128)  0.076
C (6.800, 3.140, 4.514)  -0.120
O (5.594, 3.294, 3.771)  -0.308
P (4.354, 2.203, 4.102)  0.654
O (4.492, 2.135, 5.589)  -0.247
O (5.168, 0.991, 3.339)  -0.278
C (5.526, 1.195, 1.965)  -0.120
O (2.901, 1.341, 4.042)  -0.222
C (2.540, 0.583, 2.890)  -0.163
H (7.587, 3.656, 3.962)  0.092
H (6.698, 3.601, 5.494)  0.089
H (7.073, 2.090, 4.618)  0.089
H (6.596, 1.386, 1.896)  0.091
H (4.985, 2.034, 1.522)  0.081
H (5.289, 0.291, 1.404)  0.087
H (3.077, -0.367, 2.887)  0.095
H (2.742, 1.136, 1.975)  0.021
H (1.472, 0.369, 2.941)  0.074

Record 2
C35H88N4O15 | ωB97M-V/def2-TZVPD

Summary:
- HOMO (alpha / beta) (eV) = -10.48 / -10.48
- net charge = +1
- Kohn-Sham gap (alpha / beta) (eV) = 7.62 / 3.46
- multiplicity = 2
- electronic energy (eV) = -74372.072

Each line ends with the Löwdin charge.
Cartesian coordinates (Å):
C (11.950, -22.615, -22.934)  -0.097
O (10.548, -22.952, -22.958)  -0.231
C (10.109, -22.966, -21.544)  -0.168
C (8.574, -23.197, -21.540)  -0.225
N (7.901, -22.106, -22.231)  -0.063
C (6.522, -22.541, -22.434)  -0.143
C (5.695, -23.246, -21.168)  -0.136
O (5.051, -22.226, -20.334)  -0.218
C (4.186, -22.773, -19.292)  -0.103
H (11.909, -21.552, -22.694)  0.090
H (12.308, -22.893, -23.925)  0.102
H (12.617, -23.102, -22.223)  0.092
H (10.458, -22.073, -21.025)  0.118
H (10.665, -23.725, -20.995)  0.116
H (8.250, -23.057, -20.509)  0.113
H (8.527, -24.271, -21.715)  0.127
H (8.314, -21.944, -23.138)  0.078
H (6.868, -23.352, -23.075)  0.100
H (5.955, -21.911, -23.119)  0.088
H (6.371, -23.804, -20.520)  0.091
H (4.939, -23.969, -21.477)  0.105
H (4.632, -23.467, -18.580)  0.081
H (3.366, -23.386, -19.666)  0.072
H (3.751, -21.917, -18.777)  0.083
C (-1.569, -22.006, -22.058)  -0.082
O (-2.560, -22.276, -23.038)  -0.212
C (-3.461, -21.218, -23.382)  -0.197
C (-2.783, -20.153, -24.214)  -0.257
N (-3.748, -19.255, -24.786)  -0.037
C (-4.200, -18.160, -23.854)  -0.126
C (-2.937, -17.461, -23.175)  -0.171
O (-2.189, -16.610, -24.133)  -0.167
C (-0.950, -17.232, -24.277)  -0.170
H (-1.335, -20.960, -21.860)  0.090
H (-0.692, -22.653, -22.025)  0.084
H (-1.983, -22.614, -21.254)  0.092
H (-3.946, -20.827, -22.488)  0.125
H (-4.347, -21.498, -23.952)  0.132
H (-2.226, -20.619, -25.027)  0.116
H (-2.011, -19.715, -23.582)  0.074
H (-3.772, -19.032, -25.771)  0.114
H (-4.813, -18.586, -23.060)  0.098
H (-4.950, -17.414, -24.116)  0.115
H (-2.324, -18.061, -22.503)  0.098
H (-3.145, -16.652, -22.474)  0.117
H (-0.973, -18.226, -24.724)  0.052
H (-0.383, -17.368, -23.355)  0.080
H (-0.580, -16.560, -25.050)  0.093
C (1.195, -14.320, -18.341)  -0.119
O (1.642, -14.853, -19.582)  -0.199
C (1.892, -16.314, -19.465)  -0.180
C (2.551, -16.841, -20.721)  -0.243
N (3.706, -16.152, -21.280)  -0.072
C (4.728, -16.023, -20.240)  -0.173
C (6.109, -15.182, -20.519)  -0.109
O (7.207, -15.742, -21.303)  -0.177
C (7.003, -15.749, -22.644)  -0.156
H (0.143, -14.601, -18.295)  0.086
H (1.262, -13.296, -17.974)  0.089
H (1.689, -14.811, -17.502)  0.077
H (0.901, -16.768, -19.487)  0.121
H (2.441, -16.537, -18.550)  0.116
H (1.854, -16.994, -21.545)  0.094
H (2.758, -17.904, -20.603)  0.119
H (3.356, -15.209, -21.367)  0.097
H (4.913, -16.985, -19.761)  0.118
H (4.123, -15.554, -19.464)  0.090
H (6.472, -14.804, -19.564)  0.117
H (5.699, -14.356, -21.099)  0.100
H (7.839, -16.234, -23.146)  0.074
H (6.884, -14.732, -23.018)  0.074
H (6.121, -16.359, -22.838)  0.081
C (2.781, -18.572, -24.305)  0.046
C (2.887, -18.677, -25.877)  -0.456
C (4.389, -18.901, -26.204)  -0.122
C (4.934, -20.362, -25.974)  -0.143
C (4.039, -21.305, -26.779)  -0.119
C (2.517, -21.217, -26.422)  -0.431
N (2.114, -19.774, -26.496)  0.115
O (0.764, -19.629, -26.264)  0.099
C (1.723, -22.126, -27.392)  -0.003
C (2.319, -21.826, -25.043)  0.007
C (2.681, -17.414, -26.587)  -0.036
H (3.280, -19.400, -23.802)  0.083
H (1.722, -18.473, -24.068)  0.075
H (3.231, -17.652, -23.930)  0.095
H (4.727, -18.614, -27.200)  0.129
H (4.938, -18.306, -25.474)  0.122
H (4.941, -20.596, -24.910)  0.090
H (5.962, -20.335, -26.337)  0.118
H (4.425, -22.304, -26.575)  0.131
H (4.173, -21.125, -27.846)  0.132
H (2.448, -22.906, -27.623)  0.108
H (0.804, -22.527, -26.964)  0.062
H (1.268, -21.520, -28.175)  0.088
H (2.902, -21.359, -24.249)  0.074
H (1.328, -21.560, -24.676)  0.093
H (2.514, -22.894, -25.145)  0.120
H (3.393, -16.660, -26.251)  0.104
H (1.683, -17.005, -26.426)  0.086
H (2.634, -17.533, -27.670)  0.110
H (0.461, -19.294, -27.111)  0.151
C (9.690, -19.710, -24.060)  -0.270
C (8.952, -18.711, -24.885)  -0.238
O (9.549, -18.104, -26.026)  -0.050
O (9.782, -20.979, -24.631)  -0.054
H (9.315, -19.812, -23.042)  0.116
H (10.643, -19.221, -23.857)  0.125
H (8.696, -17.800, -24.345)  0.100
H (8.012, -19.193, -25.156)  0.101
H (9.280, -17.182, -26.025)  0.074
H (10.467, -21.481, -24.183)  0.035
C (-0.354, -23.355, -30.154)  -0.305
C (-0.187, -24.587, -31.048)  -0.200
O (-0.992, -24.477, -32.234)  -0.085
O (-1.509, -23.317, -29.444)  -0.036
H (-0.124, -22.440, -30.701)  0.130
H (0.494, -23.474, -29.480)  0.086
H (-0.576, -25.543, -30.700)  0.125
H (0.853, -24.640, -31.371)  0.122
H (-1.931, -24.379, -32.064)  0.081
H (-1.685, -22.379, -29.341)  0.098
C (-1.522, -25.058, -26.474)  -0.172
C (-1.591, -23.542, -26.185)  -0.255
O (-2.797, -22.942, -25.713)  -0.071
O (-2.017, -25.645, -25.231)  -0.081
H (-0.484, -25.352, -26.634)  0.120
H (-2.245, -25.312, -27.249)  0.120
H (-1.466, -22.996, -27.120)  0.080
H (-0.798, -23.148, -25.550)  0.102
H (-2.730, -22.987, -24.757)  0.034
H (-2.950, -25.419, -25.271)  0.074
C (5.200, -13.785, -25.774)  -0.288
C (6.457, -14.203, -26.467)  -0.215
O (7.417, -14.425, -25.419)  -0.076
O (5.346, -12.653, -24.941)  -0.043
H (4.861, -14.624, -25.166)  0.105
H (4.475, -13.694, -26.583)  0.115
H (6.679, -13.545, -27.307)  0.127
H (6.169, -15.206, -26.779)  0.113
H (7.419, -13.671, -24.826)  0.069
H (4.622, -12.485, -24.334)  0.096

Record 3
C4H4O3 | ωB97M-V/def2-TZVPD

Summary:
- HOMO (eV) = -10.15
- SMILES = O=CC1(C=O)CO1
- Kohn-Sham gap (eV) = 10.39
- multiplicity = 1
- electronic energy (eV) = -10352.925
- ΔE to the lowest compared entry with this formula, charge and spin (kcal per mole) = 52.7

Each line ends with the natural charge from an NBO analysis.
Cartesian coordinates (Å):
O (-1.748, 1.298, 0.847)  -0.479
C (-0.956, 1.149, -0.046)  0.437
C (-0.032, -0.051, -0.148)  -0.034
C (1.349, 0.309, -0.597)  0.418
O (1.812, 1.391, -0.324)  -0.495
C (-0.280, -1.232, 0.688)  -0.073
O (-0.603, -1.234, -0.692)  -0.446
H (-0.854, 1.878, -0.872)  0.130
H (1.894, -0.442, -1.202)  0.133
H (0.549, -1.876, 0.979)  0.193
H (-1.129, -1.191, 1.368)  0.216

Record 4
C26H30Cl3GeN3OPSY | ωB97M-V/def2-TZVPD

Summary:
- HOMO (alpha / beta) (eV) = -16.90 / -17.12
- net charge = +3
- Kohn-Sham gap (alpha / beta) (eV) = 8.35 / 5.55
- multiplicity = 2
- electronic energy (eV) = -149199.637
- ΔE to the lowest compared entry with this formula, charge and spin (kcal per mole) = 0.0

Each line ends with the natural charge from an NBO analysis.
Cartesian coordinates (Å):
Y (-0.859, 0.621, -1.400)  1.456
C (2.837, 0.836, -4.515)  -0.616
C (2.253, 0.213, -3.249)  -0.218
C (0.866, -0.354, -3.540)  -0.637
C (2.181, 1.262, -2.136)  -0.088
C (3.540, 1.645, -1.563)  -0.089
O (3.600, 0.869, -0.340)  -0.427
C (2.385, 0.465, -0.044)  0.652
N (1.463, 0.718, -0.926)  -0.729
C (2.311, -0.259, 1.245)  -0.050
C (3.490, -0.883, 1.649)  -0.157
C (3.563, -1.570, 2.853)  -0.132
C (2.463, -1.616, 3.690)  -0.155
C (1.283, -0.992, 3.310)  -0.164
C (1.186, -0.327, 2.086)  -0.392
P (-0.348, 0.570, 1.805)  1.225
C (-1.728, -0.357, 2.358)  -0.434
C (-2.939, 0.299, 2.689)  -0.146
C (-4.011, -0.433, 3.142)  -0.201
C (-3.914, -1.823, 3.244)  -0.058
C (-2.743, -2.489, 2.872)  -0.225
C (-1.663, -1.771, 2.417)  -0.083
C (-0.285, 2.231, 2.443)  -0.449
C (0.414, 3.205, 1.720)  -0.112
C (0.559, 4.473, 2.250)  -0.210
C (0.014, 4.771, 3.495)  -0.118
C (-0.670, 3.803, 4.221)  -0.185
C (-0.826, 2.530, 3.701)  -0.162
H (2.958, 0.084, -5.293)  0.245
H (3.817, 1.280, -4.342)  0.231
H (2.179, 1.618, -4.902)  0.219
H (2.899, -0.604, -2.909)  0.223
H (0.162, 0.454, -3.798)  0.214
H (0.497, -1.006, -2.732)  0.201
H (0.872, -0.994, -4.422)  0.282
H (1.654, 2.141, -2.513)  0.236
H (3.627, 2.694, -1.287)  0.224
H (4.383, 1.353, -2.182)  0.238
H (4.363, -0.831, 1.016)  0.257
H (4.489, -2.050, 3.139)  0.258
H (2.519, -2.123, 4.644)  0.258
H (0.440, -1.007, 3.987)  0.236
H (-3.017, 1.375, 2.604)  0.246
H (-4.928, 0.066, 3.422)  0.258
H (-4.762, -2.391, 3.605)  0.254
H (-2.686, -3.567, 2.944)  0.254
H (-0.759, -2.287, 2.123)  0.231
H (0.840, 2.974, 0.752)  0.205
H (1.096, 5.233, 1.699)  0.246
H (0.131, 5.764, 3.908)  0.253
H (-1.072, 4.036, 5.197)  0.255
H (-1.335, 1.773, 4.283)  0.232
Cl (-2.452, 1.137, -3.505)  -0.477
Ge (-2.975, 3.149, -2.262)  1.206
Cl (-0.643, 3.317, -1.818)  -0.482
Cl (-3.083, 1.741, -0.321)  -0.470
C (-1.808, -4.725, -3.857)  -0.448
N (-1.457, -3.849, -2.737)  -0.526
C (-2.106, -2.750, -2.420)  0.402
N (-3.110, -2.330, -3.177)  -0.744
S (-1.681, -1.904, -0.953)  -0.332
H (-1.131, -5.573, -3.853)  0.260
H (-1.698, -4.199, -4.806)  0.224
H (-2.827, -5.097, -3.746)  0.231
H (-0.720, -4.134, -2.111)  0.435
H (-3.433, -2.860, -3.973)  0.433
H (-3.666, -1.546, -2.879)  0.436